(1)
{
  "formula": "C4H5NO2",
  "method": "ωB97M-V/def2-TZVPD",
  "homo_energy_ev": -10.05,
  "total_energy_ha": -360.61159,
  "de_lowest_kcal_mol": 36.3,
  "symbols": ["C", "C", "C", "O", "C", "O", "N", "H", "H", "H", "H", "H"],
  "positions_angstrom": [[0.798, -0.348, -1.265], [-0.385, -0.250, -0.338], [-0.290, -1.084, 0.928], [-1.128, -1.091, 1.792], [0.317, 1.744, 1.864], [-0.461, 2.417, 2.342], [-1.429, 0.458, -0.487], [0.831, -1.334, -1.744], [0.755, 0.416, -2.046], [1.733, -0.224, -0.706], [0.636, -1.693, 1.021], [-1.377, 0.988, -1.361]]
}

---

(2)
{
  "formula": "C9H20Cl6N2O2",
  "method": "ωB97M-V/def2-TZVPD",
  "homo_energy_ev": -9.46,
  "total_energy_ha": -3376.03037,
  "de_lowest_kcal_mol": 2.3,
  "smiles": "CN(C)C=O.CN(C)C=O.ClCCl.ClCCl.ClCCl",
  "symbols": ["C", "N", "C", "C", "O", "H", "H", "H", "H", "H", "H", "H", "C", "N", "C", "C", "O", "H", "H", "H", "H", "H", "H", "H", "Cl", "C", "Cl", "H", "H", "Cl", "C", "Cl", "H", "H", "Cl", "C", "Cl", "H", "H"],
  "positions_angstrom": [[5.006, 5.897, 8.014], [5.674, 7.108, 8.597], [7.103, 7.066, 8.294], [5.035, 8.154, 9.187], [5.570, 9.237, 9.468], [5.040, 5.906, 6.925], [3.998, 6.013, 8.414], [5.388, 4.903, 8.245], [7.603, 7.972, 8.638], [7.542, 6.124, 8.622], [7.275, 7.143, 7.220], [3.972, 7.902, 9.324], [8.812, 7.463, 3.754], [7.493, 6.937, 4.051], [7.491, 5.492, 4.467], [6.360, 7.720, 3.958], [5.216, 7.268, 4.091], [8.800, 8.395, 3.190], [9.351, 6.712, 3.177], [9.418, 7.550, 4.656], [6.498, 5.108, 4.705], [7.875, 4.906, 3.633], [8.127, 5.244, 5.317], [6.621, 8.745, 3.653], [10.374, 14.709, 6.686], [9.251, 13.677, 5.655], [8.377, 14.561, 4.400], [9.897, 12.951, 5.161], [8.569, 13.121, 6.298], [4.673, 10.799, 6.759], [6.418, 10.543, 6.558], [6.847, 11.150, 4.965], [6.955, 11.107, 7.320], [6.726, 9.498, 6.593], [9.636, 10.319, 7.185], [11.096, 10.485, 8.185], [10.939, 9.365, 9.531], [11.916, 10.238, 7.511], [11.228, 11.482, 8.605]]
}

---

(3)
{
  "formula": "C3H5Br2NO3",
  "method": "ωB97M-V/def2-TZVPD",
  "homo_energy_ev": -10.17,
  "total_energy_ha": -5545.70383,
  "de_lowest_kcal_mol": 3.9,
  "smiles": "C[C@H](Br)C(=O)Br.O=NO",
  "symbols": ["C", "C", "Br", "C", "O", "Br", "H", "H", "H", "H", "O", "N", "O", "H"],
  "positions_angstrom": [[-1.240, 0.283, 1.026], [-1.064, 0.612, -0.451], [-2.809, 0.938, -1.518], [-0.365, -0.536, -1.213], [-0.233, -1.653, -0.887], [0.335, 0.087, -2.931], [-1.492, -0.688, 1.094], [-0.365, 0.566, 1.611], [-1.970, 0.985, 1.454], [-0.373, 1.564, -0.434], [2.236, 0.107, -0.772], [2.704, -0.634, -0.037], [2.042, -0.532, 1.264], [2.593, -1.098, 1.794]]
}

---

(4)
{
  "formula": "C31H25N6O3PdS2Se",
  "method": "ωB97M-V/def2-TZVPD",
  "homo_energy_ev": -10.26,
  "charge": 1,
  "total_energy_ha": -5076.10654,
  "de_lowest_kcal_mol": 5.5,
  "symbols": ["Pd", "O", "S", "O", "N", "C", "C", "C", "C", "C", "C", "C", "C", "N", "C", "C", "C", "C", "C", "C", "C", "H", "H", "H", "H", "H", "H", "H", "H", "H", "H", "H", "Se", "N", "C", "C", "C", "C", "C", "N", "C", "C", "N", "C", "C", "C", "C", "C", "N", "H", "H", "H", "H", "H", "H", "O", "S", "C", "C", "C", "C", "H", "H", "H", "H", "H", "H", "H", "H"],
  "positions_angstrom": [[0.033, -0.250, -0.546], [1.135, 1.606, 1.485], [0.670, 0.541, 2.349], [1.667, -0.217, 3.056], [-0.288, -0.382, 1.422], [-0.732, -1.635, 1.901], [-0.765, -2.015, 3.224], [-1.311, -3.256, 3.610], [-1.826, -4.127, 2.698], [-1.786, -3.792, 1.327], [-2.266, -4.649, 0.313], [-2.167, -4.283, -0.997], [-1.563, -3.052, -1.305], [-1.110, -2.231, -0.392], [-1.224, -2.559, 0.928], [-0.410, 1.236, 3.570], [0.185, 1.781, 4.701], [-0.612, 2.389, 5.657], [-1.990, 2.442, 5.486], [-2.576, 1.885, 4.359], [-1.785, 1.282, 3.390], [-0.367, -1.374, 3.994], [-1.315, -3.509, 4.662], [-2.247, -5.076, 3.001], [-2.705, -5.600, 0.591], [-2.526, -4.920, -1.793], [-1.451, -2.745, -2.340], [1.257, 1.715, 4.833], [-0.158, 2.817, 6.541], [-2.608, 2.915, 6.238], [-3.650, 1.911, 4.235], [-2.233, 0.832, 2.514], [-2.902, 3.632, -6.425], [-1.850, 2.200, -6.291], [-1.626, 2.008, -5.021], [-0.793, 0.924, -4.512], [-0.144, -0.005, -5.323], [0.625, -0.989, -4.734], [0.727, -1.034, -3.348], [0.108, -0.146, -2.575], [-0.642, 0.823, -3.132], [-1.282, 1.760, -2.204], [-1.052, 1.559, -0.887], [-1.567, 2.407, -0.010], [-2.357, 3.486, -0.401], [-2.614, 3.690, -1.737], [-2.064, 2.811, -2.671], [-2.253, 2.938, -4.113], [-2.978, 3.873, -4.661], [-0.255, 0.059, -6.397], [1.146, -1.725, -5.328], [1.309, -1.782, -2.824], [-1.334, 2.221, 1.029], [-2.752, 4.152, 0.353], [-3.224, 4.517, -2.077], [2.162, -1.159, -0.480], [3.004, 0.108, -0.681], [4.082, 0.229, 0.762], [5.274, -0.674, 0.497], [5.673, -0.408, -0.953], [4.377, -0.423, -1.764], [3.471, -0.023, 1.626], [4.366, 1.283, 0.828], [4.982, -1.718, 0.628], [6.086, -0.467, 1.193], [6.370, -1.155, -1.333], [6.159, 0.565, -1.038], [4.097, -1.435, -2.063], [4.392, 0.217, -2.645]]
}

---

(5)
{
  "formula": "C28H52NO4",
  "method": "ωB97M-V/def2-TZVPD",
  "homo_energy_ev": -10.85,
  "charge": 1,
  "total_energy_ha": -1453.50462,
  "symbols": ["C", "O", "C", "C", "C", "C", "C", "C", "C", "C", "C", "N", "C", "C", "C", "C", "C", "C", "H", "H", "H", "H", "H", "H", "H", "H", "H", "H", "H", "H", "H", "H", "H", "H", "H", "H", "H", "H", "H", "H", "H", "H", "H", "H", "H", "H", "C", "C", "C", "O", "C", "H", "H", "H", "H", "H", "H", "H", "H", "C", "C", "C", "O", "C", "H", "H", "H", "H", "H", "H", "H", "H", "C", "C", "C", "O", "C", "H", "H", "H", "H", "H", "H", "H", "H"],
  "positions_angstrom": [[-0.161, 3.199, -1.911], [0.536, 3.082, -0.701], [-0.281, 2.642, 0.389], [0.293, 1.422, 1.074], [1.698, 1.620, 1.637], [2.887, 1.347, 0.700], [2.770, 0.103, -0.195], [2.633, 0.413, -1.689], [1.917, -0.687, -2.467], [1.984, -0.518, -3.990], [1.618, 0.873, -4.492], [2.801, 1.787, -4.485], [2.668, 3.099, -5.171], [3.832, 3.719, -5.563], [3.750, 4.958, -6.179], [2.512, 5.549, -6.388], [1.357, 4.906, -5.986], [1.423, 3.666, -5.369], [-0.518, 2.225, -2.277], [0.526, 3.636, -2.640], [-1.019, 3.871, -1.825], [-0.374, 3.468, 1.101], [-1.290, 2.417, 0.027], [0.221, 0.561, 0.404], [-0.377, 1.192, 1.907], [1.779, 2.663, 1.961], [1.824, 1.023, 2.541], [3.779, 1.240, 1.321], [3.057, 2.233, 0.083], [1.948, -0.542, 0.117], [3.677, -0.493, -0.065], [3.648, 0.514, -2.101], [2.106, 1.370, -1.799], [0.870, -0.757, -2.159], [2.377, -1.646, -2.219], [2.995, -0.778, -4.326], [1.312, -1.224, -4.477], [0.857, 1.331, -3.865], [1.263, 0.842, -5.521], [3.586, 1.294, -4.913], [3.074, 1.956, -3.511], [4.797, 3.253, -5.396], [4.659, 5.452, -6.491], [2.457, 6.516, -6.868], [0.395, 5.371, -6.153], [0.517, 3.166, -5.058], [-2.542, -2.935, 2.994], [-2.381, -2.802, 1.481], [-2.255, -1.293, 1.323], [-1.616, -0.816, 2.507], [-1.597, -1.855, 3.498], [-2.285, -3.923, 3.374], [-3.571, -2.716, 3.280], [-1.465, -3.297, 1.150], [-3.218, -3.212, 0.918], [-3.240, -0.821, 1.232], [-1.652, -1.003, 0.458], [-0.575, -2.234, 3.597], [-1.905, -1.427, 4.453], [-8.371, -3.199, 3.124], [-8.138, -1.702, 2.926], [-6.736, -1.535, 3.497], [-6.054, -2.765, 3.243], [-6.989, -3.765, 2.828], [-9.140, -3.612, 2.473], [-8.652, -3.404, 4.158], [-8.148, -1.454, 1.863], [-8.872, -1.074, 3.430], [-6.765, -1.359, 4.577], [-6.176, -0.722, 3.031], [-6.859, -3.953, 1.756], [-6.777, -4.687, 3.369], [3.614, -1.314, 3.627], [4.374, -2.479, 2.994], [3.404, -3.633, 3.219], [2.094, -3.064, 3.176], [2.178, -1.641, 3.235], [3.934, -0.335, 3.271], [3.726, -1.334, 4.712], [4.514, -2.303, 1.924], [5.350, -2.659, 3.440], [3.562, -4.098, 4.197], [3.474, -4.407, 2.454], [1.933, -1.232, 2.249], [1.442, -1.271, 3.950]]
}

---

(6)
{
  "formula": "C12H26B3FO15S3",
  "method": "ωB97M-V/def2-TZVPD",
  "homo_energy_ev": -11.02,
  "total_energy_ha": -2970.63500,
  "smiles": "CC(C)CB1OBOB([C@@H](C)F)O1.O=S1(=O)OCCO1.O=S1(=O)OCCO1.O=S1(=O)OCCO1",
  "symbols": ["C", "C", "C", "C", "B", "O", "B", "O", "B", "C", "C", "F", "O", "H", "H", "H", "H", "H", "H", "H", "H", "H", "H", "H", "H", "H", "H", "O", "S", "O", "O", "C", "C", "O", "H", "H", "H", "H", "O", "S", "O", "O", "C", "C", "O", "H", "H", "H", "H", "O", "S", "O", "O", "C", "C", "O", "H", "H", "H", "H"],
  "positions_angstrom": [[2.704, 0.388, -0.043], [1.607, -0.519, -0.607], [1.888, -0.937, -2.060], [0.252, 0.198, -0.466], [-1.048, -0.566, -0.840], [-1.209, -1.413, -1.927], [-2.427, -1.428, -2.558], [-3.427, -0.581, -2.102], [-3.227, 0.100, -0.921], [-4.085, 1.381, -0.532], [-4.779, 2.094, -1.680], [-5.054, 0.991, 0.448], [-2.214, -0.342, -0.084], [3.116, 1.052, -0.804], [2.304, 1.008, 0.760], [3.541, -0.182, 0.361], [1.569, -1.412, 0.024], [2.922, -0.743, -2.338], [1.666, -1.990, -2.226], [1.248, -0.385, -2.752], [0.282, 1.123, -1.061], [0.119, 0.519, 0.572], [-2.624, -2.145, -3.481], [-3.409, 2.071, -0.013], [-5.819, 1.769, -1.726], [-4.296, 1.881, -2.633], [-4.787, 3.172, -1.531], [3.511, 0.236, 5.016], [2.661, 1.305, 4.637], [3.193, 2.584, 4.338], [1.502, 1.427, 5.726], [0.207, 1.335, 5.112], [0.442, 0.441, 3.911], [1.725, 0.866, 3.422], [-0.117, 2.335, 4.818], [-0.490, 0.913, 5.830], [-0.292, 0.576, 3.122], [0.497, -0.612, 4.192], [-4.788, -3.501, 4.747], [-4.538, -2.130, 4.488], [-4.002, -1.292, 5.501], [-5.859, -1.489, 3.875], [-5.583, -0.864, 2.606], [-4.445, -1.690, 2.043], [-3.626, -1.965, 3.191], [-5.286, 0.169, 2.778], [-6.480, -0.892, 1.995], [-3.852, -1.156, 1.312], [-4.799, -2.634, 1.623], [4.985, 0.473, -2.646], [4.878, 0.677, -4.045], [3.813, 1.437, -4.588], [4.965, -0.743, -4.764], [6.040, -0.766, -5.718], [7.057, 0.198, -5.138], [6.249, 1.261, -4.610], [5.662, -0.427, -6.683], [6.408, -1.784, -5.797], [7.729, 0.614, -5.883], [7.629, -0.252, -4.326]]
}

---

(7)
{
  "formula": "C19H42I2N6O7",
  "method": "ωB97M-V/def2-TZVPD",
  "homo_energy_ev": -8.24,
  "total_energy_ha": -2199.82176,
  "symbols": ["C", "C", "I", "C", "I", "O", "C", "N", "O", "H", "H", "H", "H", "H", "H", "H", "C", "C", "O", "N", "C", "H", "H", "H", "H", "H", "H", "H", "C", "C", "O", "N", "C", "H", "H", "H", "H", "H", "H", "H", "C", "C", "O", "N", "C", "H", "H", "H", "H", "H", "H", "H", "C", "C", "O", "N", "C", "H", "H", "H", "H", "H", "H", "H", "C", "C", "O", "N", "C", "H", "H", "H", "H", "H", "H", "H"],
  "positions_angstrom": [[0.585, 4.777, 0.870], [-0.299, 6.033, 0.885], [0.892, 7.815, 0.899], [-1.320, 5.951, -0.250], [-0.562, 6.719, -2.114], [-2.511, 6.685, 0.018], [-3.378, 6.009, 0.815], [-4.477, 5.452, 0.087], [-3.232, 5.917, 2.014], [0.451, 4.231, -0.053], [0.289, 4.132, 1.682], [1.622, 5.049, 0.966], [-0.829, 6.059, 1.820], [-1.575, 4.910, -0.403], [-4.564, 4.489, 0.378], [-5.302, 5.925, 0.427], [5.058, 7.553, 1.901], [4.838, 6.067, 1.750], [3.830, 5.522, 2.163], [5.812, 5.350, 1.126], [7.065, 5.827, 0.571], [4.196, 7.972, 2.411], [5.953, 7.756, 2.491], [5.157, 8.031, 0.926], [5.603, 4.368, 1.055], [7.111, 5.613, -0.498], [7.907, 5.334, 1.059], [7.161, 6.897, 0.714], [-3.773, 1.232, -1.086], [-2.678, 1.169, -0.042], [-1.690, 1.894, -0.107], [-2.818, 0.279, 0.959], [-3.887, -0.682, 1.175], [-3.509, 1.990, -1.817], [-3.880, 0.274, -1.594], [-4.728, 1.497, -0.630], [-2.064, 0.297, 1.635], [-4.362, -0.496, 2.139], [-3.465, -1.688, 1.186], [-4.637, -0.615, 0.393], [-0.868, -5.471, 0.489], [-1.963, -4.454, 0.293], [-2.556, -3.939, 1.229], [-2.276, -4.116, -0.988], [-1.698, -4.630, -2.215], [-0.738, -5.634, 1.554], [-1.132, -6.415, 0.012], [0.072, -5.108, 0.070], [-3.007, -3.428, -1.057], [-1.249, -3.819, -2.791], [-2.473, -5.101, -2.824], [-0.939, -5.372, -1.994], [1.665, 0.554, 2.922], [0.527, -0.335, 2.483], [-0.614, -0.177, 2.889], [0.804, -1.330, 1.604], [2.079, -1.669, 1.003], [1.274, 1.290, 3.616], [2.440, -0.028, 3.423], [2.100, 1.073, 2.068], [-0.003, -1.883, 1.359], [2.014, -1.594, -0.084], [2.359, -2.692, 1.264], [2.855, -0.998, 1.350], [0.475, -9.543, -2.290], [-0.623, -8.529, -2.503], [-1.222, -8.019, -1.567], [-0.932, -8.198, -3.782], [-0.335, -8.694, -5.010], [0.597, -9.696, -1.224], [0.219, -10.494, -2.757], [1.418, -9.185, -2.706], [-1.677, -7.525, -3.854], [0.096, -7.870, -5.580], [-1.092, -9.182, -5.626], [0.447, -9.411, -4.791]]
}

---

(8)
{
  "formula": "C42H32N8OTi",
  "method": "ωB97M-V/def2-TZVPD",
  "homo_energy_ev": -12.81,
  "charge": 2,
  "total_energy_ha": -2982.18331,
  "de_lowest_kcal_mol": 9.5,
  "symbols": ["Ti", "C", "C", "N", "N", "C", "O", "C", "C", "C", "C", "C", "C", "C", "C", "C", "C", "C", "N", "H", "H", "H", "H", "H", "H", "H", "H", "H", "H", "H", "H", "C", "C", "N", "C", "C", "C", "C", "C", "C", "C", "N", "C", "C", "C", "C", "C", "C", "C", "C", "N", "C", "H", "H", "H", "H", "H", "H", "H", "H", "H", "H", "H", "H", "C", "C", "C", "C", "N", "C", "C", "C", "C", "C", "C", "N", "H", "H", "H", "H", "H", "H", "H", "H"],
  "positions_angstrom": [[-0.346, -0.406, -0.345], [0.734, 2.717, 2.970], [0.395, 1.344, 2.471], [-0.166, 1.129, 1.332], [-0.481, 2.303, 0.627], [-1.314, 2.068, -0.330], [-1.775, 0.844, -0.550], [-1.741, 3.134, -1.248], [-2.767, 2.890, -2.158], [-3.148, 3.880, -3.049], [-2.502, 5.109, -3.039], [-1.476, 5.353, -2.133], [-1.095, 4.370, -1.237], [0.680, 0.234, 3.423], [1.751, 0.339, 4.306], [1.891, -0.611, 5.304], [0.948, -1.621, 5.400], [-0.078, -1.650, 4.466], [-0.214, -0.755, 3.493], [0.193, 3.485, 2.432], [0.531, 2.781, 4.038], [1.804, 2.894, 2.829], [-3.271, 1.933, -2.152], [-3.955, 3.698, -3.747], [-2.802, 5.882, -3.735], [-0.978, 6.312, -2.125], [-0.297, 4.545, -0.528], [2.454, 1.158, 4.229], [2.709, -0.548, 6.009], [0.994, -2.364, 6.183], [-0.836, -2.426, 4.508], [-1.406, 0.419, -4.577], [-1.303, -0.225, -3.341], [-0.337, 0.043, -2.483], [0.584, 0.990, -2.787], [0.529, 1.722, -3.986], [-0.497, 1.395, -4.893], [1.477, 2.751, -4.194], [2.392, 3.010, -3.218], [2.442, 2.263, -2.016], [1.574, 1.223, -1.793], [1.456, 0.338, -0.704], [2.479, 0.058, 0.209], [3.643, 0.733, 0.496], [4.591, 0.214, 1.410], [4.402, -0.976, 2.045], [3.194, -1.678, 1.827], [2.886, -2.903, 2.449], [1.672, -3.493, 2.223], [0.746, -2.838, 1.409], [1.009, -1.703, 0.789], [2.233, -1.131, 0.958], [-2.209, 0.154, -5.250], [-2.035, -0.965, -3.041], [-0.563, 1.930, -5.833], [1.450, 3.328, -5.108], [3.107, 3.811, -3.348], [3.174, 2.569, -1.293], [3.900, 1.662, 0.022], [5.498, 0.779, 1.577], [5.148, -1.385, 2.712], [3.615, -3.362, 3.105], [1.405, -4.431, 2.688], [-0.242, -3.257, 1.280], [-3.847, -1.337, 2.272], [-4.345, -2.521, 1.760], [-3.655, -3.153, 0.734], [-2.484, -2.584, 0.270], [-1.992, -1.440, 0.780], [-2.673, -0.824, 1.748], [-1.669, -3.169, -0.816], [-1.851, -4.447, -1.321], [-0.977, -4.923, -2.284], [0.065, -4.114, -2.712], [0.179, -2.848, -2.177], [-0.677, -2.379, -1.258], [-4.360, -0.802, 3.058], [-5.266, -2.943, 2.138], [-4.040, -4.062, 0.298], [-2.261, 0.103, 2.109], [-2.652, -5.072, -0.956], [-1.101, -5.919, -2.686], [0.779, -4.454, -3.449], [0.971, -2.178, -2.483]]
}

---

(9)
{
  "formula": "CH4BrClSi",
  "method": "ωB97M-V/def2-TZVPD",
  "homo_energy_ev": -10.32,
  "total_energy_ha": -3364.14896,
  "de_lowest_kcal_mol": 63.4,
  "smiles": "[SiH3][C@H](Cl)Br",
  "symbols": ["Si", "C", "Cl", "Br", "H", "H", "H", "H"],
  "positions_angstrom": [[-0.780, 0.336, -0.539], [0.639, -0.390, 0.491], [0.804, 0.407, 2.143], [2.334, -0.038, -0.460], [-0.161, 1.442, -1.411], [-1.945, 0.528, 0.306], [-1.356, -0.795, -1.084], [0.464, -1.489, 0.554]]
}